No. 1
ORCA calculation (ωB97M-V/def2-TZVPD) on the molecule C10H14ClPSi.

As for the energy: -1480.424391 a.u. The LUMO energy is -1.55 eV. Its net charge is 0. The calculation puts the energy above the lowest of the compared OMol25 structures with the same formula, charge and spin at 70.3 kJ/mol.

Structure (XYZ):
```
27
Properties=species:S:1:pos:R:3:forces:R:3
C 1.3126 -0.2274 2.2722 1.4365 0.5430 0.9073
Si -0.4223 0.0553 1.7110 -0.0476 -1.3421 1.1513
C -0.9045 1.8297 1.7141 1.6680 0.0938 1.2253
C -1.6222 -0.8996 2.8218 0.0602 -0.3571 -0.1477
C -0.5164 -0.6053 -0.0152 -1.8540 -3.4750 -0.0271
P -1.2005 -2.2036 -0.0166 1.1463 1.0310 3.7267
Cl -2.8361 -2.8771 -0.9529 -0.8200 0.1226 -1.9454
C 0.1243 -0.2221 -1.1860 1.5600 2.3373 -3.5107
C 0.8923 0.9595 -1.3076 -0.6125 0.1395 1.3381
C 1.4885 1.3452 -2.4859 0.5159 -0.0560 -0.9537
C 1.4143 0.5445 -3.6011 -0.5055 -0.8789 -0.4801
C 0.6809 -0.6644 -3.5408 0.6051 1.2972 -0.4218
C 0.0728 -1.0097 -2.3797 -0.0379 1.1487 1.4887
H 1.5291 -0.0488 3.3514 -0.4487 -0.0426 -0.5659
H 1.7389 -1.2147 2.0576 -0.4188 0.0551 -0.1227
H 1.9690 0.4882 1.7572 -0.0037 -0.1008 -0.0711
H 0.1115 2.2763 1.4842 -1.2954 0.3757 0.7969
H -1.4010 2.0735 2.6946 0.9688 0.1657 -0.8841
H -1.5464 2.0907 0.9299 -1.0425 0.3583 -1.1906
H -1.7838 -1.9078 2.4368 0.0083 -0.0609 0.0747
H -1.4499 -1.0259 3.9018 0.3397 0.4213 -0.3865
H -2.5628 -0.3868 2.6919 -0.6005 0.1296 0.0871
H 0.9719 1.6194 -0.4355 -0.0250 -0.2143 -0.3335
H 2.0378 2.2633 -2.6498 -0.0437 0.1764 0.6805
H 1.8817 0.8576 -4.5325 -0.0621 -0.1307 0.1916
H 0.5656 -1.2531 -4.4285 0.0103 -0.3569 -0.2392
H -0.5454 -1.8568 -2.2925 -0.5011 -1.3797 -0.3881
```
Forces are in eV/Å.



No. 2
ORCA calculation (ωB97M-V/def2-TZVPD) on a structure of composition C32H25N5O7Pb.

As for the energy: -2227.714786 a.u. The LUMO energy is 4.13 eV. Its net charge is -2. The calculation puts the energy above the lowest of the compared OMol25 structures with the same formula, charge and spin at 130.0 kJ/mol.

Structure (XYZ):
```
70
Properties=species:S:1:pos:R:3:forces:R:3
Pb 9.1106 9.0624 13.8552 0.0376 0.4945 0.1277
O 10.2028 11.2529 13.3184 0.4111 -0.7673 0.1570
C 9.3987 12.2110 13.5711 0.1063 0.4983 -0.1119
C 9.6989 13.2411 14.4949 0.5532 0.6319 1.2315
C 8.9175 14.3569 14.7328 -0.0811 0.4149 0.0589
C 7.7369 14.5453 14.0460 0.0009 -1.5902 -1.1043
C 7.4126 13.5257 13.1212 -0.2464 0.0111 0.2336
C 8.1818 12.3647 12.8770 -1.2785 1.0327 0.0342
C 7.8262 11.3952 11.7349 -0.3612 -0.5638 0.0676
N 7.8436 9.9835 12.0789 0.2570 1.4490 -0.1166
C 7.7467 9.1175 10.9301 0.1862 -0.4830 0.2109
C 9.1056 8.4428 10.6634 0.5014 0.2889 -0.0759
N 9.5112 7.7100 11.8759 -0.0972 0.3155 -0.0667
C 10.3962 6.7839 11.7924 -0.1942 0.6589 -0.0818
C 10.9023 6.0055 12.9168 -1.1139 0.5238 0.4058
C 12.0600 5.2930 12.7106 0.6793 -0.9249 -1.0273
C 12.7198 4.5551 13.6678 0.6791 0.1751 -0.1195
C 12.2521 4.6224 14.9710 -0.1047 -0.3863 0.7017
C 11.0720 5.2735 15.2135 -1.0336 0.3458 1.1766
C 10.2665 5.9794 14.2579 2.2775 -0.6231 -1.8600
O 9.1881 6.5287 14.5349 -1.0255 0.5081 0.3637
H 10.5917 13.1785 15.1090 0.2018 -0.3767 -0.3098
H 9.1767 15.1650 15.4270 0.4333 -0.5796 0.0122
H 7.1279 15.4159 14.2015 -0.3081 0.1440 -0.0876
H 6.4788 13.6423 12.5879 -0.0168 -0.0213 -0.1756
H 9.7350 11.2938 10.9171 0.0727 0.3985 -0.5154
H 7.3667 9.6133 10.0173 0.2024 -0.1208 0.1761
H 7.0336 8.3195 11.1865 -0.0095 -0.1039 -0.2970
H 9.8814 9.1913 10.3816 -0.5031 -0.3238 0.3642
H 9.0569 7.7605 9.8172 -0.1444 -0.3253 -0.2047
H 10.8228 6.6814 10.7672 0.1030 -0.5884 0.6881
H 12.4606 5.2424 11.6941 -0.0665 0.2737 0.1491
H 13.6468 4.0470 13.4396 0.0149 -0.0395 -0.1070
H 12.8205 4.1361 15.7966 -0.5646 0.3990 -0.6093
H 10.6274 5.3536 16.2080 0.3764 -0.2227 0.0324
O 10.9035 10.7885 9.0232 0.2231 -0.7417 0.2211
C 10.8008 11.8390 8.3896 0.1755 1.0369 -0.8718
C 11.6891 12.1677 7.2339 -0.8930 -0.2341 1.4689
C 11.6316 13.3489 6.5669 -0.5133 -0.1281 -0.2229
C 10.6142 14.2926 6.8907 0.6807 -0.4382 -0.0772
C 9.7747 14.0019 7.9338 -0.0544 1.5056 -0.2532
C 9.7990 12.8538 8.6921 0.1503 -1.5930 0.2253
C 8.7440 12.5163 9.6397 -0.8016 0.6738 -0.4254
N 8.8448 11.7259 10.6518 0.9742 -1.0006 1.1018
C 6.4864 11.7347 11.1445 -1.0420 0.6969 -0.2321
C 6.3484 12.5796 10.1035 -0.0360 -0.8771 0.8211
N 7.4842 13.0467 9.4199 0.5384 0.0158 0.5085
H 12.4015 11.3898 7.0556 0.4961 -0.1827 -0.3358
H 12.3408 13.5226 5.7609 -0.0919 0.1590 0.0228
H 10.5219 15.2454 6.3946 0.1783 0.1181 -0.0674
H 9.2026 14.8556 8.2562 -0.8063 0.0073 0.1333
H 5.6449 11.2922 11.7224 0.5585 0.6544 -0.7162
H 5.3952 12.9881 9.7438 0.4396 -0.4267 0.0546
H 7.3505 13.3990 8.5048 -0.0707 0.3828 -0.6370
O 13.1294 9.1415 12.8163 0.0870 -0.1000 -0.5019
C 12.6135 9.1038 13.9278 2.0821 0.6898 -0.0522
O 11.4774 8.7976 14.2793 -2.0469 -0.6122 0.6646
C 13.5590 9.4790 15.1025 0.6105 -0.0136 1.0630
C 14.9543 9.6056 14.8955 -1.0333 0.1105 -1.3737
C 15.7914 9.9504 15.9246 1.3161 -0.1539 0.4866
C 15.3247 10.0669 17.2310 1.0528 0.0709 -1.1063
C 13.9991 9.9143 17.4243 -1.4881 0.1411 0.9603
C 13.0874 9.6551 16.4256 0.0753 -0.3545 -1.6564
N 13.4820 10.0980 18.8048 -1.2229 -0.0187 -0.2368
O 12.2742 10.1990 18.9551 0.2437 -0.0568 -0.2731
O 14.2499 10.1453 19.7380 0.9394 -0.0016 0.3062
H 15.3423 9.4907 13.8564 -0.4944 0.0402 0.9519
H 16.8711 10.0732 15.7326 -0.6174 -0.0420 0.1118
H 15.9690 10.2817 18.0430 0.4863 0.1813 0.6075
H 12.0316 9.5658 16.6263 -0.0401 -0.0317 0.0092
```
Forces are in eV/Å.



No. 3
ORCA calculation (ωB97M-V/def2-TZVPD) on a cluster of 2 separate species, C3H5BrO2 in total.

As for the energy: -2841.716685 a.u. The LUMO energy is 0.69 eV. Its net charge is 0. The calculation puts the energy above the lowest of the compared OMol25 structures with the same formula, charge and spin at 215.8 kJ/mol.

Structure (XYZ):
```
11
Properties=species:S:1:pos:R:3:forces:R:3
C -0.1933 0.8750 0.7224 0.3687 -1.0403 0.3612
C -0.3996 -0.4366 -0.0735 0.9036 0.1814 2.7253
O 0.9177 -1.4619 0.1859 0.2564 0.0119 0.2909
C 0.3843 -1.3501 -0.9628 -1.8593 2.3444 1.1765
O 0.2577 -1.7824 -2.0321 0.9275 -1.3694 -2.4798
H 0.4593 1.5999 0.2666 0.3902 0.0731 -0.1655
H 0.2075 0.5456 1.7295 -0.2073 0.4250 -1.1647
H -1.1274 1.3860 0.9718 -0.1501 -0.3456 -0.4263
H -1.1569 -0.9914 0.4601 -0.5871 -0.1995 -0.3804
Br -1.2831 -4.4127 -0.9350 0.9579 -2.6258 4.5773
H -1.5427 -3.8019 -2.0279 -1.0005 2.5447 -4.5145
```
Forces are in eV/Å.



No. 4
ORCA calculation (ωB97M-V/def2-TZVPD) on a structure of composition C32H51ClN7O2PPbS3SeSi.

As for the energy: -6663.854177 a.u. The LUMO energy is -0.18 eV. Its net charge is 0. The calculation puts the energy above the lowest of the compared OMol25 structures with the same formula, charge and spin at 96.6 kJ/mol.

Structure (XYZ):
```
100
Properties=species:S:1:pos:R:3:forces:R:3
Pb -0.9221 0.3264 0.1296 0.0598 -0.4735 -0.1560
N -1.6809 2.3395 1.5719 -0.0448 0.2506 0.0581
C -1.3425 3.7621 1.4336 0.1503 0.0238 0.1514
C 0.1428 4.0429 1.6675 -0.2033 -0.1992 -0.3268
C 1.0483 3.6625 0.4980 0.0590 0.0853 0.2290
N 1.0635 2.2182 0.2893 0.1350 0.3493 -0.0091
H -2.6888 2.2098 1.5301 0.0204 -0.1693 0.1294
H -1.3748 1.9920 2.4779 -0.1402 0.0037 0.0501
H -1.9204 4.3609 2.1483 -0.0205 0.0118 -0.1088
H -1.6271 4.0747 0.4250 -0.0011 0.0549 0.0184
H 0.4653 3.4953 2.5597 0.0481 0.1003 0.0791
H 0.2548 5.1099 1.8691 0.0764 -0.0137 0.0528
H 2.0537 4.0606 0.6964 -0.0490 0.0240 -0.0946
H 0.6837 4.1406 -0.4156 0.0258 0.0265 0.0000
H 1.4805 1.7570 1.0943 0.0301 -0.1226 -0.0707
H 1.6058 1.9788 -0.5358 0.0640 -0.0481 0.0451
N -3.4389 -0.2372 -2.6105 -0.1541 0.0968 0.0932
C -2.9593 1.0501 -2.6561 0.1637 0.2363 -0.2215
C -3.7730 2.0160 -3.2802 -0.0759 0.0767 0.0250
C -3.2756 3.2787 -3.4909 0.0508 -0.1347 0.0574
C -1.9763 3.5784 -3.0802 0.0406 0.0540 0.0241
C -1.2716 2.5964 -2.4214 -0.0352 0.1205 -0.1112
N -1.7490 1.3677 -2.1950 -0.3404 -0.3435 -0.1770
C -2.8223 -1.4632 -2.3876 0.2347 -0.2813 -0.0274
C -3.4484 -2.6004 -2.9141 -0.0600 0.0214 0.0591
C -2.8107 -3.8178 -2.8108 0.0179 0.0588 0.0243
C -1.5746 -3.8814 -2.1818 0.0614 0.0010 0.0801
C -1.0697 -2.7209 -1.6317 -0.0209 -0.2022 -0.1144
N -1.6755 -1.5371 -1.7248 -0.2920 0.1448 -0.3209
H -4.4008 -0.3181 -2.8924 0.0046 -0.0051 -0.0157
H -4.7695 1.7495 -3.6070 -0.0142 -0.0101 -0.0269
H -3.8752 4.0269 -3.9920 -0.0566 -0.0168 0.0078
H -1.5384 4.5482 -3.2690 0.0325 0.0037 0.0637
H -0.2603 2.7619 -2.0707 0.0224 0.0637 0.0428
H -4.4157 -2.5178 -3.3932 0.0224 0.0252 -0.0718
H -3.2704 -4.7094 -3.2165 -0.0153 0.0053 -0.0256
H -1.0263 -4.8070 -2.0828 -0.0309 -0.0236 0.0215
H -0.1429 -2.7373 -1.0718 0.1050 0.0139 0.0677
Cl 0.6140 -2.1422 -5.0595 -0.0523 -0.0474 -0.1565
C 1.3577 -1.6307 -3.5848 0.0646 0.0782 0.1327
C 2.4484 -2.3061 -3.0631 -0.0133 0.0395 0.0203
C 2.9755 -1.8546 -1.8666 0.0188 -0.0033 -0.0628
C 2.3755 -0.7743 -1.2395 0.0069 -0.0072 0.0917
N 1.3150 -0.1425 -1.7350 0.1506 -0.0776 -0.1942
C 0.8293 -0.5493 -2.9051 0.1030 -0.0752 0.0212
H 2.8634 -3.1637 -3.5741 -0.0029 -0.0008 -0.0336
H 3.8235 -2.3467 -1.4144 -0.0093 -0.0135 0.0665
H 2.7539 -0.4033 -0.2941 0.0016 -0.0957 0.0740
H -0.0184 -0.0048 -3.2913 -0.0588 -0.0173 -0.0804
S 2.4501 2.3071 -3.0202 0.0097 -0.0484 -0.0055
C 3.1790 3.5738 -3.8161 -0.2194 -0.0674 -0.0300
N 2.6837 3.9783 -5.0310 0.2738 0.1183 0.1166
C 3.1835 5.0103 -5.7533 0.0897 0.1606 -0.1008
C 4.2409 5.7223 -5.2935 0.0377 0.0530 0.0035
C 4.8154 5.3479 -4.0530 -0.1162 -0.0975 -0.0031
C 4.3055 4.3061 -3.3410 0.1013 0.1492 -0.1265
H 1.9015 3.4427 -5.3809 -0.0223 -0.0156 0.0468
H 2.6968 5.2233 -6.6938 -0.0394 -0.0459 0.0095
H 4.6363 6.5504 -5.8600 -0.0351 -0.0109 -0.0646
H 5.6660 5.9002 -3.6768 0.0248 -0.0144 0.0306
H 4.7316 3.9898 -2.4013 -0.0141 0.0222 0.0278
C -0.2947 -3.9095 3.9537 0.2386 0.0106 -0.0194
C 0.7365 -3.0983 4.7219 -0.2844 -0.0009 0.1213
C 0.0713 -1.9696 5.4987 0.2451 0.0207 -0.0759
O 1.8066 -2.5940 3.8909 -0.0007 0.0394 -0.2117
P 1.7465 -2.0574 2.3733 0.1130 -0.0078 0.1643
S 1.4104 -3.4555 1.0447 -0.2861 0.2973 0.0788
S 0.6053 -0.3720 2.4173 0.3942 -0.3737 0.3867
O 3.2821 -1.6577 2.1553 -0.0422 -0.0660 -0.1757
C 4.3157 -1.1119 2.9839 0.0492 0.2107 0.3149
C 4.0105 0.3192 3.3960 -0.0470 -0.1211 -0.1126
C 4.6266 -1.9901 4.1867 -0.0534 -0.0056 -0.1075
H -1.0434 -4.2911 4.6488 -0.0024 0.0173 0.0375
H 0.1748 -4.7415 3.4335 -0.0460 -0.0240 -0.0364
H -0.7899 -3.2817 3.2124 -0.0658 -0.0366 -0.0117
H 1.2667 -3.7489 5.4242 -0.0574 0.0079 -0.0566
H -0.4780 -1.3179 4.8227 -0.0589 0.0089 0.0121
H 0.8168 -1.3678 6.0198 0.0130 0.0002 0.0211
H -0.6157 -2.3901 6.2340 -0.0101 -0.0172 0.0010
H 5.1819 -1.1185 2.3158 -0.0405 0.0159 0.0300
H 3.1122 0.3440 4.0133 0.0032 0.0561 0.0229
H 3.8461 0.9456 2.5185 -0.0324 0.0257 0.0094
H 4.8499 0.7225 3.9635 0.0109 0.0153 0.0236
H 3.8557 -1.8896 4.9473 0.0145 -0.0406 0.0175
H 5.5838 -1.6933 4.6166 0.0453 0.0222 -0.0321
H 4.6822 -3.0335 3.8799 0.0208 -0.0310 0.0515
C -3.2145 -3.6943 0.9803 -0.1269 0.2423 0.1334
Si -4.1381 -2.2267 1.7329 -0.0503 0.5141 -0.0486
C -6.0034 -2.4444 1.4682 0.3196 -0.0901 0.1316
C -3.8020 -2.1244 3.5901 -0.0750 -0.1557 -0.2654
Se -3.6646 -0.1914 0.7983 -0.3854 -0.3450 0.2847
H -3.3369 -4.5732 1.6186 -0.0257 -0.0246 0.0313
H -2.1448 -3.5127 0.8684 0.0463 0.0539 0.0826
H -3.6131 -3.9381 -0.0048 -0.0354 0.0296 -0.0518
H -6.3486 -3.4317 1.7840 -0.0121 -0.0423 0.0109
H -6.2671 -2.3004 0.4203 0.0341 -0.0229 -0.0403
H -6.5381 -1.6937 2.0513 -0.0147 0.0348 0.0057
H -4.1788 -3.0156 4.0981 0.0243 -0.0555 0.0526
H -4.2998 -1.2528 4.0149 -0.0397 0.0412 -0.0381
H -2.7356 -2.0333 3.7965 0.0509 0.0050 -0.0265
```
Forces are in eV/Å.



HOMO-LUMO gap, record by record: 5.77, 6.07, 11.03, 6.37 eV